Here is C86H214N12O24V as an isolated structure in a non-equilibrium geometry from OMol25. Energies are from ωB97M-V/def2-TZVPD.

Atoms and positions in Å:
H (-7.425, 9.486, -10.644)
H (-8.501, 10.643, -7.324)
C (-15.540, 14.825, -11.311)
H (-12.979, 15.792, -11.158)
C (3.305, 10.602, -13.239)
H (-3.723, 17.742, -4.099)
C (-5.190, 10.614, 1.216)
H (-3.015, 6.006, -8.078)
H (0.694, 10.746, -7.599)
H (-2.380, 10.102, -13.638)
V (-6.942, 7.380, -6.999)
H (2.211, 14.948, -12.214)
H (-11.036, 8.319, -4.117)
H (-2.266, 19.218, -5.955)
C (-10.704, 7.586, -4.852)
H (-6.245, 17.922, -5.158)
C (2.439, 16.705, -9.715)
H (0.635, 6.913, -5.105)
H (-3.108, 10.990, -14.847)
H (-10.572, 12.920, -1.758)
H (-4.552, 13.650, -8.282)
H (2.944, 9.910, -14.000)
H (-3.719, 4.560, -7.431)
N (-4.536, 5.660, -16.636)
H (-7.568, 18.667, -5.930)
H (-10.790, 5.740, -9.846)
H (-6.381, 17.748, -8.834)
H (-11.124, 17.597, -7.706)
H (0.952, 12.814, -3.854)
O (-5.659, 4.859, -19.366)
H (0.828, 15.879, -12.751)
H (6.114, 3.851, -11.158)
O (1.192, 11.296, -9.626)
C (-10.623, 3.324, -9.002)
H (0.505, 3.949, -2.383)
H (-5.914, 15.122, -2.413)
H (-7.595, 12.352, -0.892)
H (-6.157, 1.481, -8.084)
H (-14.211, 9.789, -7.300)
C (-11.830, 12.699, -6.252)
H (-4.083, 4.894, -17.115)
H (-7.141, 4.792, -17.849)
C (-5.624, 15.990, -3.005)
H (1.318, 6.659, -1.712)
O (-4.112, 6.820, -10.700)
H (-4.769, 18.790, -3.143)
H (-13.033, 8.910, -8.331)
H (2.953, 8.126, -9.173)
H (2.826, 8.448, -7.426)
H (-3.463, 8.609, -7.399)
H (-11.488, 3.573, -9.618)
C (-6.581, 18.254, -6.140)
H (-11.362, 12.340, -7.169)
H (-4.483, 5.400, -8.811)
C (0.395, 11.406, -8.414)
C (-4.701, 12.928, -9.084)
O (-7.943, 11.922, -11.948)
H (-9.871, 12.971, -0.099)
O (-4.792, 6.328, -6.931)
C (-3.523, 6.521, -16.012)
O (5.347, 11.078, -11.831)
C (-9.834, 2.235, -9.675)
H (-2.850, 15.620, -11.376)
O (4.280, 7.073, -7.958)
H (-6.287, 13.661, -6.759)
C (-7.543, 10.857, -15.600)
H (-4.346, 13.806, -0.896)
C (-2.533, 17.913, -9.112)
C (-3.231, 10.045, -14.316)
H (4.925, 2.796, -10.732)
H (-4.641, 14.765, 0.628)
H (7.143, 9.978, -11.855)
C (-9.286, 11.219, -1.227)
O (-8.371, 7.977, -7.404)
H (-0.547, 12.708, -4.925)
H (-16.096, 17.607, -9.508)
H (-9.140, 10.617, -0.330)
H (1.262, 4.801, -4.211)
N (-9.563, 11.376, -14.524)
C (-7.994, 11.227, -8.092)
H (-2.235, 9.554, -8.059)
H (-7.666, 9.869, -16.045)
H (-7.755, 15.997, -5.353)
H (-3.700, 15.950, -2.288)
C (-7.649, 2.950, -8.626)
H (-0.645, 11.635, -2.169)
H (5.171, 9.347, -12.969)
H (6.663, 10.654, -10.359)
C (-2.458, 12.186, -3.127)
C (3.053, 7.692, -8.178)
H (-9.867, 11.558, -13.579)
H (5.044, 9.004, -8.183)
H (-3.747, 12.437, -6.394)
C (0.016, 12.304, -4.084)
H (-7.852, 11.589, -16.346)
C (1.764, 6.069, -2.513)
H (-6.473, 11.644, -13.182)
O (-15.765, 16.189, -10.948)
C (-10.657, 4.870, -7.071)
C (-6.815, 17.018, -6.990)
H (-12.865, 12.986, -6.433)
H (-4.026, 17.492, -0.598)
H (-3.928, 11.122, -9.921)
C (-4.251, 13.847, 0.189)
H (-16.375, 14.663, -11.993)
H (-9.422, 12.895, -10.828)
H (-6.481, 5.861, -4.464)
H (2.522, 6.751, -10.591)
H (-7.172, 10.766, -1.731)
C (-4.478, 16.712, -2.326)
H (1.112, 7.045, -8.457)
H (-6.440, 2.698, -10.557)
C (-12.823, 10.548, -5.352)
H (-10.844, 15.924, -7.203)
H (-1.216, 16.523, -7.854)
H (-3.213, 6.696, -5.766)
C (-15.607, 16.637, -9.591)
H (-0.678, 11.217, -8.466)
H (-9.048, 5.726, -10.078)
H (-9.861, 11.899, -5.208)
H (-11.114, 6.635, -4.511)
H (-7.568, 12.665, -6.161)
O (-9.277, 7.723, -4.974)
H (-3.442, 18.356, -9.519)
H (-14.217, 14.973, -13.056)
H (-7.580, 12.965, -13.612)
H (-2.486, 7.640, -11.739)
H (-3.986, 10.847, -5.592)
H (-12.180, 12.220, -4.130)
H (-8.540, 12.166, -8.177)
C (1.997, 6.543, -8.067)
H (-5.177, 7.401, -9.206)
H (-7.755, 13.671, -10.888)
C (-0.047, 6.502, -4.360)
H (-7.608, 8.550, -12.032)
H (-7.430, 4.073, -10.584)
H (0.478, 9.593, -10.317)
H (-11.125, 11.899, -0.448)
H (-5.682, 3.109, -7.640)
H (-14.236, 13.448, -12.257)
H (-12.333, 13.020, -10.489)
H (-4.581, 11.460, -0.718)
H (-6.025, 18.976, -6.738)
H (-12.689, 9.764, -4.607)
H (-3.349, 5.981, -15.082)
C (-7.521, 11.937, -13.254)
H (-6.963, 2.133, -6.752)
H (-6.699, 5.257, -21.139)
H (3.461, 16.436, -9.980)
H (-1.613, 18.279, -9.568)
C (-4.478, 11.562, 0.362)
O (-9.868, 10.222, -2.048)
H (-4.964, 7.038, -18.215)
C (0.756, 5.478, -3.523)
H (-4.908, 8.722, -11.200)
H (-8.056, 1.258, -9.793)
O (-0.054, 4.653, -2.720)
H (2.419, 5.360, -2.006)
C (-7.921, 16.249, -6.401)
C (-6.486, 7.451, -10.510)
C (5.047, 3.702, -11.325)
H (-0.011, 14.142, -2.508)
H (2.540, 16.541, -12.553)
C (-0.964, 12.400, -2.876)
C (-6.570, 12.621, -6.598)
C (-6.857, 3.455, -9.892)
H (-5.730, 3.823, -21.204)
O (-7.638, 5.145, -7.256)
H (-15.636, 14.069, -10.532)
O (-4.704, 16.882, -0.897)
H (-5.340, 7.416, -12.299)
H (-6.042, 4.112, -9.591)
C (-9.834, 5.797, -9.326)
H (-6.779, 6.402, -10.553)
H (0.311, 11.281, -4.320)
H (-2.481, 11.036, -6.247)
C (1.736, 15.927, -12.149)
C (-14.247, 14.521, -12.064)
N (-6.124, 7.742, -9.121)
H (0.585, 12.415, -8.048)
N (-1.257, 17.178, -7.087)
H (-6.569, 16.502, -3.187)
H (-0.388, 7.335, -3.745)
N (2.202, 5.435, -8.953)
H (-9.283, 12.251, -14.944)
H (-4.188, 9.968, -13.801)
C (2.921, 4.747, -11.252)
H (-10.945, 7.844, -5.883)
C (6.630, 10.842, -11.432)
H (-5.305, 15.622, -3.981)
H (-9.689, 2.563, -10.704)
H (-5.138, 9.012, -0.016)
N (-6.688, 10.752, 1.231)
H (-3.405, 17.589, -7.147)
H (2.784, 4.949, -12.314)
H (0.994, 15.142, -10.119)
N (-5.598, 10.479, -7.640)
C (-4.240, 6.351, -5.645)
H (2.465, 6.838, -2.839)
C (-7.606, 8.455, -10.946)
H (-11.596, 5.386, -7.269)
C (-8.549, 13.154, -11.427)
H (-16.026, 15.910, -8.894)
C (-10.952, 16.582, -8.065)
H (-4.805, 7.878, -14.804)
C (-4.103, 10.742, -7.695)
H (-9.918, 6.781, -8.863)
H (-3.095, 12.031, -2.256)
H (-6.735, 7.280, -2.698)
H (2.522, 17.764, -9.959)
H (-13.556, 8.246, -6.758)
H (-4.727, 8.173, -4.707)
C (-8.723, 7.362, -3.731)
H (-10.251, 10.404, -5.333)
H (-2.808, 12.991, -3.773)
C (4.905, 10.403, -13.017)
H (-3.720, 9.146, 1.112)
H (-2.572, 11.293, -3.741)
H (-10.712, 14.865, -10.047)
C (-3.807, 11.687, -8.996)
H (-10.057, 16.669, -8.681)
H (3.103, 11.644, -13.483)
H (-7.749, 12.151, -2.592)
H (1.986, 6.024, -7.108)
O (-11.999, 15.986, -8.913)
H (-5.043, 10.875, 2.264)
O (-5.992, 9.427, -6.676)
H (-8.033, 10.718, -9.055)
H (-14.531, 16.809, -9.568)
C (-4.035, 17.987, -3.084)
C (-2.491, 19.365, -7.011)
H (-8.910, 13.853, -12.182)
O (-2.946, 8.785, -15.015)
H (1.265, 11.989, -12.077)
O (0.301, 16.808, -10.447)
H (-3.117, 6.100, -12.518)
C (-7.854, 11.613, -1.650)
C (-3.321, 9.461, -8.065)
H (-6.471, 10.980, -15.444)
H (7.176, 11.734, -11.738)
H (-0.375, 17.634, -7.270)
C (-5.523, 6.378, -17.552)
H (-8.651, 8.288, -10.686)
N (-10.475, 11.220, -4.782)
H (2.354, 16.555, -8.639)
C (-2.449, 17.955, -7.521)
H (-2.777, 12.013, -9.142)
C (-13.323, 9.157, -7.310)
C (-5.032, 7.128, -4.643)
H (0.537, 10.530, -12.771)
H (-2.471, 17.352, -11.396)
C (-4.803, 9.210, 1.002)
H (-0.489, 16.328, -10.188)
C (-8.565, 1.759, -8.970)
H (4.762, 3.446, -12.345)
H (5.465, 10.776, -13.875)
H (-10.914, 4.039, -6.414)
C (2.137, 5.749, -10.401)
H (-10.167, 10.712, -2.818)
C (0.460, 10.642, -10.611)
C (-3.016, 6.697, -11.611)
H (-6.946, 10.557, 0.275)
H (-2.549, 6.566, -16.499)
H (-3.518, 19.718, -7.101)
C (-12.719, 14.010, -10.246)
O (-7.146, 17.493, -8.314)
H (-6.820, 11.737, 1.413)
H (-6.680, 13.440, -8.979)
H (1.104, 5.807, -10.745)
H (-4.117, 16.667, -11.009)
C (-5.132, 7.657, -11.257)
H (-9.174, 8.009, -2.979)
H (-4.553, 13.507, -9.996)
C (-11.852, 11.716, -5.039)
H (-1.661, 19.921, -7.447)
C (5.320, 7.955, -8.293)
C (-6.563, 11.670, -7.789)
H (-3.169, 13.832, 0.320)
H (-4.217, 5.327, -5.272)
C (-6.533, 2.432, -7.708)
H (6.136, 7.895, -7.572)
H (-13.590, 14.021, -9.591)
H (2.466, 3.790, -10.996)
O (-12.379, 9.929, -6.560)
H (-0.960, 5.997, -4.677)
H (-5.903, 8.728, -9.123)
O (-4.947, 12.773, 0.815)
H (-6.471, 12.048, -9.986)
C (1.324, 16.067, -10.592)
H (-5.968, 16.331, -6.989)
C (-6.376, 4.401, -20.545)
H (-4.683, 6.597, -3.758)
N (-12.975, 14.822, -11.438)
C (1.207, 10.904, -11.997)
C (-9.848, 4.559, -8.430)
H (-7.086, 6.198, -18.792)
C (-8.208, 10.925, -14.264)
H (-8.345, 9.921, -13.862)
O (-2.700, 16.622, -9.520)
H (-8.915, 6.315, -3.494)
H (-10.097, 5.458, -6.344)
H (-4.345, 8.550, -16.419)
H (3.135, 5.090, -8.781)
H (-6.030, 12.245, -5.729)
H (-7.185, 3.691, -20.372)
H (-3.421, 11.340, 0.502)
H (-5.444, 8.601, 1.640)
H (5.627, 7.867, -9.335)
C (-11.591, 14.742, -9.414)
N (-6.496, 6.823, -4.769)
H (-3.218, 18.545, -2.626)
C (-10.235, 12.332, -0.903)
C (-6.175, 12.476, -9.027)
H (-7.085, 8.607, -3.845)
C (-7.201, 7.541, -3.648)
H (-8.862, 16.795, -6.337)
C (-6.429, 5.455, -18.341)
H (-6.222, 7.017, -17.012)
H (-11.287, 13.589, -5.931)
N (-8.411, 4.169, -8.050)
H (-0.522, 11.106, -10.704)
O (4.334, 4.890, -10.920)
H (-8.163, 15.365, -6.991)
H (-11.233, 14.080, -8.626)
C (-3.038, 16.574, -10.884)
H (2.937, 10.354, -11.262)
H (-8.794, 1.074, -8.153)
H (-13.815, 10.996, -5.410)
N (2.438, 10.179, -12.122)
C (-4.016, 7.981, -15.549)
O (-0.742, 13.614, -2.178)
H (-2.355, 6.132, -10.954)
C (-3.970, 5.531, -7.858)
H (-3.683, 9.108, -9.030)
H (-10.522, 1.391, -9.723)
C (-3.503, 11.375, -6.414)
H (-11.130, 2.718, -8.251)

Results
Spin multiplicity: 2
Gap between HOMO and LUMO (spin up / spin down): 5.5 / 5.5 eV
⟨S²⟩: 0.789

Here are the Löwdin charges for atoms 1 to 4, given in e:
1. H 0.053
2. H 0.070
3. C -0.219
4. H 0.095